Entry 1:
Here is a structure of composition C56H69BaF24N11O17S8 in a non-equilibrium geometry from the Open Molecules 2025 dataset. Energies are from ωB97M-V with the def2-TZVPD basis set.

XYZ file:
```
186
C56H69BaF24N11O17S8 (ωB97M-V with the def2-TZVPD basis set)
Ba 2.69157 -12.51807 -9.06215
C 9.05020 -11.06855 -9.67258
C 7.74186 -11.82528 -9.86522
C 7.88035 -13.30869 -9.49697
O 6.61077 -11.17597 -9.30174
H 9.54503 -11.23931 -8.71651
H 9.06491 -10.00622 -9.91620
H 9.74432 -11.34676 -10.46562
H 7.57998 -11.76706 -10.94155
H 6.93204 -13.82133 -9.65822
H 8.31660 -13.51315 -8.51923
H 8.52110 -13.83261 -10.20623
C 10.17750 -13.99063 -17.76170
C 10.41305 -12.62831 -17.10581
C 9.22415 -11.65360 -17.41526
N 9.58926 -10.12146 -17.49868
C 8.28577 -9.33916 -17.68465
C 7.44644 -9.19340 -16.42163
C 8.17238 -8.69445 -15.08699
C 9.42226 -9.59568 -14.93625
C 10.28827 -9.66448 -16.21577
C 10.38979 -9.79119 -18.74862
H 9.24422 -14.39606 -17.37091
H 10.90973 -14.78957 -17.64499
H 10.09565 -13.94605 -18.84771
H 11.36703 -12.13993 -17.30455
H 10.54426 -12.82661 -16.04207
H 8.34668 -11.85442 -16.80060
H 8.87752 -11.90809 -18.41684
H 7.80496 -9.74455 -18.57492
H 8.61359 -8.32344 -17.90587
H 6.85285 -10.08869 -16.23667
H 6.69958 -8.43888 -16.66861
H 7.51656 -8.75344 -14.21835
H 8.37486 -7.63017 -15.20690
H 9.14951 -10.62232 -14.69191
H 10.06178 -9.29827 -14.10518
H 11.14867 -10.33131 -16.15977
H 10.58844 -8.67002 -16.54600
H 11.32732 -10.34691 -18.76638
H 10.41078 -8.70197 -18.78428
H 9.82560 -10.08312 -19.63438
C 15.29059 -12.49086 -10.23163
N 15.49486 -13.50797 -9.17551
C 15.10889 -13.31208 -7.91256
C 15.35039 -14.23655 -6.91960
C 16.05305 -15.40939 -7.21983
C 16.47233 -15.62900 -8.53406
C 16.22877 -14.61724 -9.49241
C 16.42143 -16.32120 -6.12526
C 17.74588 -16.85966 -5.96471
C 17.99587 -17.80851 -4.96761
N 17.02434 -18.18474 -4.13176
C 15.77749 -17.66579 -4.19386
C 15.47869 -16.71365 -5.14354
C 17.47311 -19.19110 -3.13783
H 14.24063 -12.53038 -10.52169
H 15.76744 -12.71942 -11.18477
H 15.48393 -11.44785 -9.98096
H 14.61671 -12.36591 -7.74255
H 15.11712 -14.07353 -5.87778
H 16.96114 -16.57606 -8.70886
H 16.69312 -14.68780 -10.46493
H 18.51392 -16.60036 -6.67834
H 18.95790 -18.27595 -4.81791
H 15.02159 -17.97352 -3.48652
H 14.45887 -16.36173 -5.09338
H 17.54257 -20.16032 -3.63169
H 16.68769 -19.27470 -2.38668
H 18.37427 -18.79990 -2.66562
C -0.38002 -4.45834 0.73566
N 0.59207 -4.85087 -0.28913
C 1.35948 -3.94508 -0.92613
C 2.30198 -4.38168 -1.84841
C 2.45757 -5.76135 -2.07457
C 1.52751 -6.63384 -1.44330
C 0.58931 -6.13984 -0.57578
C 3.63348 -6.21271 -2.86932
C 3.49126 -7.11135 -3.91525
C 4.62014 -7.43588 -4.66329
N 5.85118 -7.02306 -4.36420
C 5.97106 -6.19494 -3.27811
C 4.92275 -5.70095 -2.58980
C 7.03164 -7.49457 -5.12738
H -0.00474 -4.62355 1.74559
H -1.23355 -5.10840 0.54322
H -0.73388 -3.46300 0.46702
H 1.29074 -2.88458 -0.73373
H 2.94990 -3.67781 -2.34955
H 1.48615 -7.69943 -1.61417
H -0.10549 -6.80222 -0.08089
H 2.51321 -7.45935 -4.21311
H 4.52435 -8.05614 -5.54220
H 6.98878 -5.91847 -3.04529
H 5.04736 -5.11901 -1.68857
H 6.80645 -7.40947 -6.19046
H 7.26613 -8.52475 -4.85933
H 7.93184 -6.93482 -4.87355
C 8.15894 -19.88888 -8.79851
N 8.32692 -21.34052 -8.87896
C 9.36658 -21.86402 -9.55948
C 9.53630 -23.21558 -9.53484
C 8.61392 -24.04016 -8.86461
C 7.56703 -23.44780 -8.16829
C 7.35745 -22.14412 -8.28169
C 8.93429 -25.47314 -8.69856
C 8.86907 -26.05950 -7.44572
C 9.37720 -27.38165 -7.27746
N 9.69069 -28.12883 -8.39623
C 9.75872 -27.49390 -9.61520
C 9.30079 -26.17078 -9.79488
C 10.23910 -29.47910 -8.22374
H 7.73301 -19.60710 -7.83556
H 7.56116 -19.58674 -9.65843
H 9.14772 -19.43018 -8.79787
H 9.93474 -21.10094 -10.07068
H 10.36163 -23.69635 -10.03892
H 6.97766 -24.12710 -7.57030
H 6.55445 -21.61650 -7.78853
H 8.49844 -25.54566 -6.57108
H 9.46367 -27.88895 -6.32795
H 10.17880 -28.08085 -10.41859
H 9.24934 -25.69959 -10.76530
H 9.50675 -30.26259 -8.41849
H 10.73986 -29.59238 -7.26223
H 11.03704 -29.64658 -8.94716
C -1.15267 -12.92886 -5.56532
F -1.05347 -12.87193 -6.90764
F -2.31293 -12.37283 -5.29772
F -1.23672 -14.12039 -5.14008
S 0.17882 -11.87993 -4.73332
O 0.00295 -10.53482 -5.33435
O -0.04456 -11.96546 -3.26174
N 1.67123 -12.61477 -5.29555
S 2.44720 -13.06584 -4.01040
O 2.73680 -11.92850 -3.13884
O 1.87052 -14.20649 -3.31521
C 4.16966 -13.46969 -4.73290
F 4.78787 -14.29481 -3.89383
F 4.04870 -14.14983 -5.87744
F 4.84601 -12.34445 -4.96032
C 11.76017 -16.92694 -12.28473
F 10.51773 -17.44355 -12.52190
F 11.73680 -15.67039 -12.66542
F 12.09665 -17.06185 -11.00280
S 13.04562 -17.97023 -13.41041
O 13.07939 -17.29104 -14.69772
O 14.31807 -17.92382 -12.70191
N 12.37443 -19.55232 -13.31552
S 12.44203 -20.02589 -14.82321
O 11.37673 -19.55393 -15.70708
O 13.78099 -20.06695 -15.36295
C 11.89489 -21.89092 -14.47107
F 10.60890 -21.91325 -14.11894
F 11.99808 -22.62663 -15.54839
F 12.62950 -22.37808 -13.42525
C 4.74663 -15.81410 -13.42394
F 5.43206 -16.40307 -12.42081
F 5.35986 -14.67974 -13.74133
F 4.77532 -16.67773 -14.52897
S 2.87817 -15.59904 -12.97707
O 2.57139 -14.19711 -13.25324
O 2.15489 -16.59706 -13.73863
N 2.83792 -15.68283 -11.21144
S 2.48165 -17.17186 -10.99020
O 1.03439 -17.43074 -11.13636
O 3.34976 -18.20155 -11.47560
C 2.62261 -17.26563 -9.10463
F 3.91830 -17.33521 -8.70722
F 1.95403 -16.23883 -8.54031
F 2.03932 -18.39424 -8.82368
C 12.08874 -2.50308 -15.43817
F 11.31802 -1.42030 -15.10825
F 11.38979 -3.64373 -15.42850
F 12.54676 -2.42195 -16.68961
S 13.58925 -2.64575 -14.19930
O 14.68398 -3.46849 -14.82981
O 13.99147 -1.25187 -13.95075
N 12.92354 -3.14760 -12.63132
S 13.32696 -4.64755 -12.60916
O 12.92293 -5.44967 -13.80589
O 14.65315 -4.80051 -12.12742
C 12.25437 -5.22144 -11.10601
F 12.46498 -6.57366 -10.86253
F 12.54854 -4.59946 -9.96744
F 10.95938 -5.04516 -11.38976
```

Output
LUMO = -9.50 eV
Frontier orbital gap = 0.0759 hartree
Max |F| = 5.79 eV/A
Total charge = +4
E = -9662.61822 Eh
Molecular weight = 2018.0 g mol⁻¹

---

Entry 2:
Here is a structure of composition C56H69N7O9S in a non-equilibrium geometry from the Open Molecules 2025 dataset. Energies are from ωB97M-V with the def2-TZVPD basis set.

XYZ file:
```
142
C56H69N7O9S (ωB97M-V with the def2-TZVPD basis set)
C 4.75565 -2.97899 0.91570
C 3.71094 -2.13140 1.73240
C 2.20430 -2.24467 1.23697
C 2.01986 -2.53198 -0.30181
C 1.50069 -3.99418 -0.62082
C 0.14602 -4.37490 0.08569
C -1.15990 -4.02108 -0.75444
C -2.09726 -2.91776 -0.03824
C -2.12211 -1.63492 -0.96181
C -2.34805 -0.27021 -0.14702
C -1.24638 0.80379 -0.41861
C -0.75888 0.98010 -1.84124
C 0.25721 1.91449 -2.27953
C 0.61255 1.94559 -3.80025
C 2.16835 1.89751 -4.11370
C 2.64833 3.28620 -4.76124
C 3.92748 3.87472 -4.00436
C 3.64130 5.38696 -3.66594
C 4.80388 6.03613 -2.78383
C 0.88787 2.76804 -1.21603
N 1.87399 3.68616 -1.41151
S 2.19007 4.34832 0.10388
N 1.11329 3.45690 1.01737
C 0.39546 2.59532 0.23312
C -0.68789 1.63238 0.65400
C -1.14929 1.56453 2.14240
C -0.72866 0.25646 2.92048
C 0.68598 0.33030 3.61578
N 0.92221 1.58943 4.35734
C 2.08093 1.45818 5.28447
C 3.45822 1.29522 4.52168
C 4.25032 0.04879 4.66093
C 5.55044 -0.10623 3.96375
C 6.10845 0.95312 3.09185
C 5.29464 2.17652 2.93207
C 4.01709 2.32639 3.63865
O 3.28857 3.50073 3.46667
H 4.61394 -4.09076 0.99070
H 5.77180 -2.76925 1.37700
H 4.86028 -2.63992 -0.15753
H 3.72770 -2.54316 2.78958
H 3.98604 -1.04508 1.83932
H 1.67545 -2.96310 1.91498
H 1.73357 -1.23255 1.42701
H 2.91585 -2.31094 -0.93531
H 1.20332 -1.83009 -0.66698
H 1.45313 -4.14670 -1.73851
H 2.29112 -4.71408 -0.25002
H 0.15788 -5.50114 0.21241
H 0.00832 -3.94772 1.11207
H -1.75910 -4.97487 -0.86469
H -0.85253 -3.72002 -1.79037
H -3.13092 -3.36526 0.06871
H -1.71164 -2.69456 0.99157
H -2.92257 -1.71886 -1.75726
H -1.14275 -1.62763 -1.52431
H -3.31601 0.15409 -0.55378
H -2.51249 -0.45178 0.94614
H -1.23566 0.33637 -2.63015
H 0.15990 1.01489 -4.25911
H 0.07603 2.80750 -4.28804
H 2.30658 1.12453 -4.92995
H 2.80318 1.58419 -3.24398
H 2.80411 3.19234 -5.87206
H 1.81472 4.02017 -4.60197
H 4.79066 3.80253 -4.72930
H 4.18831 3.24398 -3.11532
H 3.51838 5.92191 -4.65367
H 2.68369 5.54462 -3.09985
H 5.45073 6.64879 -3.47693
H 4.36922 6.67117 -1.95825
H 5.40610 5.19353 -2.34623
H -2.27104 1.67691 2.20465
H -0.71953 2.46496 2.66663
H -1.48508 0.12071 3.75537
H -0.82731 -0.68050 2.29405
H 1.53405 0.18063 2.89032
H 0.71716 -0.51469 4.37040
H 1.18404 2.36226 3.73606
H 2.20199 2.37662 5.92938
H 1.93855 0.58669 5.99100
H 3.84653 -0.76718 5.30723
H 6.09684 -1.07452 4.12011
H 7.09749 0.83657 2.57660
H 5.71421 2.97623 2.26319
H 3.80646 4.12835 2.93254
C -6.16345 3.36047 3.88123
C -7.44840 3.07945 3.43158
C -7.64122 2.16332 2.40695
C -6.53964 1.53218 1.84403
C -5.25195 1.81223 2.28174
C -5.06640 2.73129 3.30460
N -6.73777 0.54544 0.77893
O -7.87992 0.33396 0.40200
O -5.75110 -0.01032 0.33337
H -6.01637 4.07258 4.68562
H -8.30062 3.57330 3.88287
H -8.64587 1.95134 2.06386
H -4.39104 1.32475 1.84070
H -4.06600 2.95544 3.65611
C -10.21273 -1.20241 -1.03173
C -10.39852 -1.81272 -2.26688
C -11.57548 -2.49891 -2.53371
C -12.56118 -2.56342 -1.55722
C -12.38154 -1.96322 -0.31776
C -11.20072 -1.28115 -0.05734
N -13.81625 -3.26607 -1.84398
O -13.93292 -3.79744 -2.93495
O -14.67271 -3.27551 -0.97660
H -9.29479 -0.66238 -0.82807
H -9.62541 -1.75047 -3.02350
H -11.71025 -2.97064 -3.49877
H -13.14610 -2.01594 0.44701
H -11.05083 -0.80659 0.90521
C 11.45449 6.85855 -4.26748
C 11.02117 5.93995 -3.31895
C 9.71757 5.46478 -3.35650
C 8.85881 5.91360 -4.35125
C 9.28072 6.83684 -5.29859
C 10.58499 7.30977 -5.25319
N 7.48826 5.39505 -4.40924
O 7.14559 4.60070 -3.55145
O 6.77131 5.78599 -5.31518
H 12.47514 7.22384 -4.23895
H 11.70178 5.59176 -2.55119
H 9.38972 4.74934 -2.61312
H 8.61199 7.19215 -6.07234
H 10.92593 8.02816 -5.98903
C -1.94314 -10.70705 0.93707
C -1.19756 -10.59112 2.10411
C -1.18983 -9.39476 2.80793
C -1.93616 -8.32334 2.33536
C -2.67814 -8.42757 1.16633
C -2.67891 -9.62617 0.46623
N -1.95054 -7.06523 3.08942
O -1.27323 -7.00192 4.10064
O -2.64190 -6.15693 2.66312
H -1.95163 -11.64468 0.39232
H -0.62411 -11.43573 2.46702
H -0.60585 -9.31457 3.71593
H -3.25712 -7.59228 0.79297
H -3.25652 -9.71980 -0.44558
```

Output
LUMO = -0.82 eV
Frontier orbital gap = 0.2687 hartree
Max |F| = 3.34 eV/A
E = -3633.38720 Eh
Molecular weight = 1016.3 g mol⁻¹